DFT (wB97M-V/def2-TZVPD) results for a 2-piece molecular cluster, C8H7BrO overall in a non-equilibrium geometry.

```
17
C8H7BrO, DFT wB97M-V/def2-TZVPD
C -2.16671 1.29150 -0.05436
C -2.00730 0.68109 1.20719
C -1.39973 0.94372 -1.22264
C -1.08885 -0.33885 1.25270
C -0.43704 -0.00916 -1.12615
C -0.38595 -0.74912 0.12887
C 3.72105 -1.25017 -0.38115
C 2.59625 -0.63284 0.00228
O 0.31078 -1.79594 0.06982
Br 1.95907 1.06195 0.33832
H -2.82530 2.14401 -0.02158
H -2.56338 1.02472 2.17099
H -1.55087 1.38948 -2.19572
H -0.82872 -0.92061 2.09416
H 0.26712 -0.47035 -1.80617
H 4.63349 -0.54108 -0.49067
H 3.79606 -2.31250 -0.44476
```

Values from the calculation:
- energy above the lowest of the compared OMol25 structures with the same formula, charge and spin (kJ/mol) = 373.56
- orbital gap (spin up / spin down) (eV) = 8.15 / 6.79
- energy (eV) = -80494.2118
- maximum force (eV/Å) = 3.6

Here are the Mulliken charges for atoms 1 to 5, given in e:
1. C -0.207
2. C -0.476
3. C -0.667
4. C -0.329
5. C 0.067


DFT (wB97M-V/def2-TZVPD) results for a single C8H7BrS molecule in a non-equilibrium geometry.

```
17
C8H7BrS, DFT wB97M-V/def2-TZVPD
C -1.02638 1.95882 0.61655
C -1.86347 0.98788 1.14447
C 0.17108 1.59764 0.03205
C -1.49092 -0.34003 1.09391
C 0.56757 0.26164 -0.04470
C -0.27629 -0.69948 0.52428
C 1.44357 -2.46363 -0.55769
C 1.85449 -0.08795 -0.64159
S 0.27038 -2.37686 0.70632
Br 3.40798 0.40802 0.32111
H -1.30625 3.00068 0.65412
H -2.79416 1.26951 1.61149
H 0.82322 2.35596 -0.37782
H -2.12711 -1.10790 1.50526
H 1.05826 -2.53792 -1.56083
H 2.35476 -2.98730 -0.33077
H 1.99185 -0.02543 -1.70958
```

Values from the calculation:
- energy above the lowest of the compared OMol25 structures with the same formula, charge and spin (kJ/mol) = 58.75
- orbital gap (spin up / spin down) (eV) = 7.85 / 7.86
- energy (eV) = -89284.7997
- maximum force (eV/Å) = 3.4

Here are the Mulliken charges for atoms 1 to 5, given in e:
1. C -0.589
2. C -0.440
3. C -0.356
4. C -0.627
5. C 0.476


DFT (wB97M-V/def2-TZVPD) results for an isolated ion of composition C8H7FNO4S2 and charge -1 in a non-equilibrium geometry.

```
23
C8H7FNO4S2, DFT wB97M-V/def2-TZVPD
O -5.09326 1.43850 -0.75662
N -3.99256 1.95939 -1.05929
O -3.90245 3.19689 -1.25078
C -2.84152 1.14617 -1.18813
C -1.59939 1.74451 -1.51157
C -0.46509 0.97532 -1.52932
C -0.52392 -0.37078 -1.06014
S 0.92098 -1.12088 -0.61031
C 1.66813 -0.91194 1.50807
C 2.86625 -1.51001 1.83643
S 4.42244 -0.68059 1.86566
O 4.66915 -0.07142 3.14266
O 4.73294 0.02300 0.63252
F 5.38428 -2.02741 1.84664
C -1.79732 -1.01558 -0.97641
C -2.93599 -0.24731 -0.95562
H -1.57079 2.82328 -1.68423
H 0.49894 1.39686 -1.82385
H 0.78094 -1.56587 1.60381
H 1.55021 0.17575 1.64609
H 2.99678 -2.59345 1.89881
H -1.85145 -2.10108 -0.86420
H -3.91731 -0.66335 -0.71019
```

Values from the calculation:
- orbital gap (eV) = 6.18
- net charge = -1
- SMILES = O=[N+]([O-])c1ccc(SCC=[S@](=O)([O-])F)cc1
- energy (eV) = -42474.9510
- maximum force (eV/Å) = 2.4

Here are the Mulliken charges for atoms 1 to 5, given in e:
1. O -0.638
2. N 0.909
3. O -0.635
4. C 0.010
5. C -0.251


DFT (wB97M-V/def2-TZVPD) results for C8H7I3 as an isolated structure in a non-equilibrium geometry.

```
18
C8H7I3, DFT wB97M-V/def2-TZVPD
C 2.42114 -0.03195 0.86119
C 2.17703 -0.59880 -0.36974
C 1.48142 0.41158 1.81389
C 0.78068 -0.68056 -0.67122
C 0.16279 0.16537 1.43980
C -0.24524 -0.30357 0.15849
C -1.88422 0.70375 -1.46756
C -1.70465 -0.38334 -0.30840
I -1.78447 2.69468 -0.75223
I -2.22352 -2.30781 -1.26145
I -3.10196 -0.02838 1.26797
H 3.49064 0.12814 1.26917
H 2.88230 -0.97597 -1.01220
H 1.97286 0.76008 2.68882
H 0.29283 -1.05549 -1.65418
H -0.69600 0.43769 2.08489
H -2.88185 0.66650 -1.91657
H -1.13978 0.39810 -2.17068
```

Values from the calculation:
- energy above the lowest of the compared OMol25 structures with the same formula, charge and spin (kJ/mol) = 4.15
- orbital gap (eV) = 8.64
- energy (eV) = -32710.1863
- maximum force (eV/Å) = 4.6

Here are the Mulliken charges for atoms 1 to 5, given in e:
1. C 0.084
2. C -1.312
3. C -1.026
4. C 0.344
5. C 0.021